No. 1
{"formula": "C24H31N3O6", "method": "wB97M-V/def2-TZVPD", "fmax_ev_per_a": 1.313, "homo_lumo_gap_ev": 9.405, "smiles": "COCCN(C(=O)CNC(=O)c1ccco1)[C@@H](C(=O)NC1CCCC1)c1cccc(OC)c1", "charge": 0, "elements": ["O", "O", "O", "O", "O", "O", "N", "N", "N", "C", "C", "C", "C", "C", "C", "C", "C", "C", "C", "C", "C", "C", "C", "C", "C", "C", "C", "C", "C", "C", "C", "C", "C", "H", "H", "H", "H", "H", "H", "H", "H", "H", "H", "H", "H", "H", "H", "H", "H", "H", "H", "H", "H", "H", "H", "H", "H", "H", "H", "H", "H", "H", "H", "H"], "coordinates": [[0.75, 3.68, 0.86], [0.30, -1.76, 0.61], [5.02, -1.26, -0.99], [0.49, 0.76, -2.58], [-4.67, 3.23, -0.80], [3.78, 1.41, 1.02], [-1.75, -2.28, -0.19], [0.19, 0.80, -0.35], [3.26, 0.80, -1.10], [5.94, -2.18, -0.68], [4.89, -0.45, 0.08], [-1.78, -3.66, 0.27], [0.88, 1.09, -1.47], [2.23, 1.79, -1.33], [-3.83, 0.91, 1.84], [-2.07, -4.62, -0.90], [-2.92, -3.89, 1.29], [5.73, -0.86, 1.09], [3.93, 0.67, 0.06], [-2.22, 0.61, 0.08], [0.54, 1.21, 0.99], [6.42, -1.99, 0.59], [-0.01, 2.61, 1.36], [-3.98, 2.25, -0.16], [-2.70, 0.27, 1.33], [-4.20, 3.67, -2.05], [-0.99, -0.03, -0.51], [-0.73, -1.44, 0.05], [-3.76, -5.03, 0.73], [-2.87, 1.60, -0.67], [-4.46, 1.88, 1.11], [-3.56, -4.94, -0.78], [1.85, 4.04, 1.67], [2.43, 2.29, -2.28], [-2.47, 1.85, -1.64], [-3.52, -2.98, 1.36], [-0.80, -3.83, 0.71], [1.53, 4.30, 2.68], [7.15, -2.57, 1.09], [2.31, 4.90, 1.19], [-1.01, 2.73, 0.93], [3.39, 0.10, -1.81], [-4.15, -4.12, -1.19], [-1.79, -4.18, -1.85], [-4.81, -4.96, 1.01], [-3.38, -5.99, 1.08], [-2.21, -0.49, 1.92], [-1.49, -5.53, -0.77], [-3.18, 4.06, -1.98], [-4.23, 2.87, -2.80], [-3.83, -5.85, -1.31], [-1.12, -0.13, -1.60], [1.62, 1.21, 1.13], [-4.88, 4.47, -2.35], [-2.58, -1.93, -0.64], [2.25, 2.52, -0.53], [-4.20, 0.64, 2.81], [5.83, -0.40, 2.05], [2.59, 3.23, 1.73], [0.12, 0.48, 1.68], [-2.53, -4.11, 2.28], [-0.09, 2.68, 2.45], [6.18, -2.91, -1.43], [-5.34, 2.39, 1.49]], "mulliken_charge": [-0.43, -0.75, -0.36, -0.72, -0.48, -0.74, -0.11, 0.68, -0.05, -0.44, 0.39, -0.02, 1.06, -1.08, -1.13, -0.92, -0.73, -0.47, 0.37, -0.57, -0.68, -0.43, -0.11, 0.55, -0.16, -0.76, -0.25, -0.47, -0.64, 0.32, -0.66, -0.60, -0.59, 0.39, 0.49, 0.18, 0.52, 0.36, 0.45, 0.24, 0.02, 0.30, 0.27, 0.37, 0.37, 0.28, 0.58, 0.31, 0.31, 0.30, 0.38, 0.59, 0.22, 0.24, 0.35, 0.22, 0.43, 0.53, 0.24, 0.42, 0.31, 0.29, 0.47, 0.47]}

No. 2
{"formula": "C2H8Cl2N3OP", "method": "wB97M-V/def2-TZVPD", "fmax_ev_per_a": 5.081, "homo_lumo_gap_ev": 9.880, "smiles": "CN(C)P(=O)(NCl)NCl", "charge": 0, "elements": ["Cl", "Cl", "P", "O", "N", "N", "N", "C", "C", "H", "H", "H", "H", "H", "H", "H", "H"], "coordinates": [[3.32, -0.49, 0.56], [-1.00, -3.41, 2.32], [0.54, -0.95, 1.43], [0.71, -0.46, 2.77], [2.07, -1.79, 0.80], [0.11, 0.22, 0.36], [-0.59, -2.16, 1.23], [0.32, 1.57, 0.66], [-0.27, -0.05, -1.01], [-0.29, -2.57, 0.33], [-1.42, -0.38, -0.96], [-0.68, 2.06, 0.40], [0.35, -0.75, -1.46], [2.49, -2.31, 1.64], [-0.19, 0.78, -1.59], [1.24, 2.03, 0.26], [0.21, 1.64, 1.86]], "mulliken_charge": [-0.11, -0.04, 0.76, -0.70, -0.48, 0.28, -0.39, -1.03, -1.22, 0.34, 0.27, 0.44, 0.41, 0.34, 0.55, 0.27, 0.31]}

No. 3
{"formula": "C59H40As2CrN9S", "method": "wB97M-V/def2-TZVPD", "fmax_ev_per_a": 1.505, "spin_multiplicity": 5, "homo_lumo_gap_ev": [4.566, 4.282], "charge": -1, "s2": 6.158, "elements": ["As", "As", "Cr", "S", "N", "N", "N", "N", "N", "N", "N", "N", "N", "C", "C", "C", "C", "C", "C", "C", "C", "C", "C", "C", "C", "C", "C", "C", "C", "C", "C", "C", "C", "C", "C", "C", "C", "C", "C", "C", "C", "C", "C", "C", "C", "C", "C", "C", "C", "C", "C", "C", "C", "C", "C", "C", "C", "C", "C", "C", "C", "C", "C", "C", "C", "C", "C", "C", "C", "C", "C", "C", "H", "H", "H", "H", "H", "H", "H", "H", "H", "H", "H", "H", "H", "H", "H", "H", "H", "H", "H", "H", "H", "H", "H", "H", "H", "H", "H", "H", "H", "H", "H", "H", "H", "H", "H", "H", "H", "H", "H", "H"], "coordinates": [[0.68, -0.55, 1.75], [2.18, 1.12, -0.85], [-1.68, -0.59, -0.96], [-0.48, 4.13, 3.40], [-0.14, 2.63, 1.09], [-1.40, 0.66, -2.43], [0.45, -0.39, -3.55], [-0.40, -3.54, -0.10], [-3.24, 2.16, -2.10], [-2.14, -1.96, 0.34], [-3.36, 0.34, -0.53], [-4.22, -1.11, 1.18], [-0.30, -1.74, -1.69], [-5.25, 1.64, -0.81], [1.04, -3.57, -2.07], [0.05, -2.97, -1.20], [5.36, 0.60, -3.53], [-1.34, 2.67, -3.54], [4.36, 0.44, -2.58], [-3.87, 1.42, -1.21], [1.31, -2.98, 3.43], [3.68, 1.53, -2.06], [-1.52, 3.98, -3.98], [3.26, 0.57, 0.72], [1.97, -4.17, 3.70], [-6.22, 2.53, -1.23], [2.18, -2.91, -4.12], [1.31, 5.58, 0.86], [0.68, 2.42, -4.88], [-0.10, -0.20, 3.50], [0.50, 3.73, -5.30], [-1.36, -3.04, 0.64], [2.44, -2.83, 1.33], [1.55, -2.28, 2.25], [2.59, -5.06, -3.07], [-3.00, -2.94, 2.23], [-0.34, 0.63, -3.30], [3.11, -4.02, 1.59], [0.07, 0.14, 5.89], [-2.08, 0.14, 4.84], [1.70, -4.79, -2.05], [-1.40, -4.71, 2.65], [-3.25, -4.29, 4.16], [-5.55, 0.65, 0.14], [-0.21, 3.74, 1.81], [5.01, 2.97, -3.48], [2.80, 3.80, 0.13], [-6.82, 0.52, 0.67], [2.88, -4.69, 2.79], [-1.85, -3.66, 1.86], [2.41, 0.46, 1.98], [4.00, 2.80, -2.55], [-4.33, -0.12, 0.31], [2.82, -4.14, -4.10], [0.43, -1.50, -2.82], [-1.48, -0.08, 3.61], [-3.71, -3.25, 3.38], [-7.50, 2.38, -0.72], [2.55, 5.14, 0.63], [-2.07, 1.84, -2.60], [-3.17, -1.90, 1.23], [0.38, 3.35, -0.09], [0.67, -0.09, 4.66], [5.70, 1.87, -3.97], [1.83, 2.97, -0.27], [-0.59, 4.49, -4.86], [-2.10, -5.01, 3.80], [-0.25, 1.91, -3.98], [1.27, -2.64, -3.10], [0.15, 4.69, 0.66], [-7.80, 1.39, 0.22], [-1.31, 0.25, 5.98], [1.75, -0.18, 4.60], [3.52, -4.39, -4.89], [-1.78, 0.42, 6.94], [-8.81, 1.29, 0.58], [2.60, -2.32, 0.38], [-2.36, 4.57, -3.64], [3.40, 5.79, 0.80], [2.14, 1.46, 2.34], [3.80, -4.43, 0.86], [-0.51, -5.26, 2.37], [3.84, 3.48, 0.07], [6.49, 2.01, -4.70], [-3.16, 0.25, 4.90], [5.87, -0.27, -3.93], [-4.59, -2.68, 3.65], [3.12, -6.00, -3.09], [-3.77, -4.55, 5.07], [2.98, -0.04, 2.77], [1.78, -4.69, 4.63], [-2.08, -0.13, 2.71], [3.40, -5.62, 3.00], [4.09, 1.27, 0.83], [4.09, -0.56, -2.25], [-0.20, 3.20, -1.01], [1.22, 4.17, -5.98], [-0.69, 5.51, -5.22], [-5.98, 3.31, -1.95], [1.51, 1.82, -5.21], [0.69, 0.25, 6.77], [1.53, -5.49, -1.24], [0.59, -2.60, 4.14], [-8.29, 3.04, -1.06], [3.43, 3.66, -2.21], [-1.76, -5.81, 4.44], [3.69, -0.42, 0.52], [-7.03, -0.25, 1.40], [1.12, 6.57, 1.25], [5.26, 3.97, -3.81], [2.36, -2.18, -4.90], [-0.75, 5.23, 0.34]], "mulliken_charge": [1.75, 1.53, 1.18, -0.51, -0.16, 0.97, -0.36, -0.20, -0.49, 0.93, 0.38, -0.42, 0.35, -0.04, 0.31, -1.01, -0.68, 0.15, -0.41, -0.47, -0.39, 0.14, -0.35, -1.27, -0.80, -0.16, -0.12, -0.64, 0.00, 0.36, -0.75, -0.67, -0.33, 0.48, -0.85, 0.07, -0.72, -1.17, -0.72, -0.64, -0.10, -0.10, -0.82, 0.28, -0.37, -0.77, -0.17, -0.09, -0.78, 0.29, -1.59, -0.55, -0.47, -0.72, -0.81, -0.52, 0.12, -0.64, -0.90, -0.52, -0.75, 0.56, -0.33, -0.53, -0.26, -0.67, -0.77, 0.39, 0.44, -0.03, -0.66, -0.69, 0.26, 0.41, 0.36, 0.39, 0.58, 0.56, 0.34, 0.60, 0.48, 0.64, 0.46, 0.37, 0.49, 0.43, 0.57, 0.40, 0.41, 0.78, 0.40, 0.27, 0.35, 0.66, 0.23, -0.88, 0.42, 0.41, 0.54, 0.57, 0.41, 0.57, 0.40, 0.39, 0.42, 0.42, 0.68, 0.54, 0.43, 0.40, 0.59, 0.47]}